Entry 1:
Density functional theory data (the ωB97M-V functional and the def2-TZVPD basis) for a structure of composition C5H10N2 at a distorted geometry.

XYZ file:
```
17
Properties=species:S:1:pos:R:3:nbo_charge:R:1
C -0.4263 -0.2469 -1.4934 -0.50
C -1.0210 -1.6552 -1.6021 -0.59
C -0.7440 0.3690 -0.1936 0.33
N -1.4877 0.9641 0.4923 -0.38
H -0.8431 0.3998 -2.2681 0.25
H 0.6540 -0.2715 -1.6369 0.24
H -2.1063 -1.6211 -1.5075 0.22
H -0.7732 -2.0862 -2.5716 0.22
H -0.6173 -2.3128 -0.8289 0.21
C 1.3152 -0.2417 1.0405 -0.52
C 0.4259 2.1180 1.9221 -0.12
N 1.4306 1.5617 1.5022 -0.36
H 1.9609 -0.2807 0.1707 0.20
H 1.9197 -0.4285 1.9222 0.22
H 0.5734 -1.0438 1.0937 0.20
H 0.3668 3.1645 2.2142 0.19
H -0.6275 1.6116 1.7443 0.21
```

Properties
* total energy: -8323.1310 eV
* energy relative to the best compared isomer or geometry (same formula, charge and spin): 405.5 kJ/mol

---

Entry 2:
Density functional theory data (the ωB97M-V functional and the def2-TZVPD basis) for the molecule C5H10N2.

XYZ file:
```
17
Properties=species:S:1:pos:R:3:nbo_charge:R:1
C 2.0369 1.1471 -0.2145 -0.64
C 1.6023 -0.2994 -0.2043 -0.02
N 1.1688 -0.9543 0.9991 -0.56
C 0.1603 -0.7247 -0.0614 -0.26
C -0.7585 0.3933 0.0624 -0.01
C -2.0354 0.1509 -0.6330 -0.33
N -2.5343 -0.4523 0.6218 -0.73
H 3.0635 1.2218 0.1592 0.21
H 1.3807 1.7636 0.4034 0.24
H 2.0180 1.5467 -1.2339 0.22
H 2.1768 -0.9499 -0.8613 0.20
H 1.0192 -0.2561 1.7275 0.36
H -0.1243 -1.6534 -0.5711 0.18
H -2.2019 0.0686 1.4327 0.39
H -2.6344 1.0232 -0.9033 0.20
H -2.0820 -0.6012 -1.4340 0.18
H -2.2556 -1.4238 0.7107 0.37
```

Properties
* total energy: -8323.0408 eV
* energy relative to the best compared isomer or geometry (same formula, charge and spin): 414.2 kJ/mol

---

Entry 3:
Density functional theory data (the ωB97M-V functional and the def2-TZVPD basis) for a cluster of 2 separate species, C5H10N2 in total.

XYZ file:
```
17
Properties=species:S:1:pos:R:3:nbo_charge:R:1
C 0.3652 1.8614 0.4451 -0.64
C -0.9163 1.2416 -0.0572 -0.05
N -1.0836 0.8308 -1.4442 -0.55
C -1.0813 -0.2044 -0.3920 -0.15
C 0.0340 -1.1374 -0.4062 0.14
C 0.6223 -2.2691 -0.4593 -0.09
N 1.5304 -1.0647 -0.4947 -0.64
H 0.4888 2.8600 0.0088 0.21
H 1.2403 1.2514 0.2066 0.24
H 0.3245 1.9777 1.5332 0.22
H -1.8195 1.7195 0.3225 0.20
H -0.1733 0.8197 -1.9048 0.34
H -2.0487 -0.6688 -0.2131 0.22
H -0.1249 -1.2369 2.6155 -0.01
H 0.1441 -1.7486 2.1484 0.00
H 0.7196 -3.3402 -0.4306 0.23
H 1.7786 -0.8920 -1.4783 0.31
```

Properties
* total energy: -8322.1133 eV
* energy relative to the best compared isomer or geometry (same formula, charge and spin): 503.6 kJ/mol

---

Entry 4:
Density functional theory data (the ωB97M-V functional and the def2-TZVPD basis) for the molecule C5H10N2 at a distorted geometry.

XYZ file:
```
17
Properties=species:S:1:pos:R:3:nbo_charge:R:1
C 2.2966 -0.3726 -0.0526 -0.62
C 0.8908 -0.0465 0.3796 -0.10
C -1.0967 1.2774 -0.2224 -0.23
C -1.3713 -0.0590 0.2978 -0.04
C -0.0759 -0.8514 -0.3118 -0.13
H 2.4664 -1.5697 -0.2358 0.22
H 3.0923 0.0997 0.5378 0.21
H 2.1779 0.0966 -1.0898 0.22
H 0.8387 -0.2249 1.3914 0.18
H 0.7862 2.0317 0.4525 0.37
H -1.4335 1.4915 -1.2673 0.20
H -1.5703 2.1444 0.4385 0.19
H -1.3440 0.0797 1.4235 0.16
H -1.4881 -2.1847 0.5496 0.39
H 0.1800 -0.4938 -1.3078 0.18
N 0.3542 1.2493 -0.0729 -0.65
N -1.4351 -1.4147 -0.1322 -0.54
```

Properties
* total energy: -8321.8032 eV
* energy relative to the best compared isomer or geometry (same formula, charge and spin): 533.6 kJ/mol

---

Entry 5:
Density functional theory data (the ωB97M-V functional and the def2-TZVPD basis) for a structure of composition C5H10N2O at a distorted geometry.

XYZ file:
```
18
Properties=species:S:1:pos:R:3:nbo_charge:R:1
C 2.2142 -0.8374 0.5928 -0.33
C 1.5146 1.3392 -0.4195 0.29
C -0.6051 -0.7542 -0.5965 -0.24
C -2.1284 -0.6438 -0.1894 -0.42
C -1.8640 0.8363 0.3638 -0.22
H 1.8722 -2.0417 0.2026 0.21
H 3.5746 -0.8841 0.9295 0.20
H 1.4372 -0.0413 1.3838 0.25
H 2.0660 2.2493 -0.4038 0.18
H -0.0074 -1.5435 -0.1548 0.20
H -0.5456 -0.7943 -1.7399 0.20
H -2.9224 -0.5862 -1.0401 0.21
H -2.5362 -1.3571 0.5034 0.21
H -1.9977 1.2426 1.3604 0.20
H -2.0789 1.7012 -0.3139 0.18
N 0.2812 1.6046 -0.0803 -0.26
N -0.4147 0.4879 0.1925 -0.30
O 2.1403 0.0227 -0.5906 -0.60
```

Properties
* total energy: -10368.1821 eV
* energy relative to the best compared isomer or geometry (same formula, charge and spin): 687.3 kJ/mol

---

Entry 6:
Density functional theory data (the ωB97M-V functional and the def2-TZVPD basis) for the molecule C5H10N2O at a distorted geometry.

XYZ file:
```
18
Properties=species:S:1:pos:R:3:nbo_charge:R:1
C 2.1027 -1.1877 0.1705 -0.45
C -0.7645 2.3373 -0.3419 -0.68
C -0.9072 -0.3330 0.0226 0.34
C -0.2688 0.9636 -0.1278 0.20
N -0.7828 -1.4366 -0.8519 -0.84
C 0.3344 0.2551 0.9646 -0.18
O -2.1884 -0.2573 0.5841 -0.71
N 1.5298 0.1481 0.2517 -0.41
H -2.7904 -0.7426 0.0020 0.49
H -0.1585 -1.2482 -1.6232 0.38
H -0.5294 -2.2988 -0.3862 0.38
H 0.2207 0.3205 2.0466 0.19
H 1.8079 -1.8338 1.0098 0.18
H 1.8524 -1.7117 -0.7600 0.19
H 3.1911 -1.0776 0.1686 0.21
H -1.4100 2.6361 0.4929 0.25
H -1.3235 2.4412 -1.2725 0.22
H 0.0843 3.0256 -0.3499 0.25
```

Properties
* total energy: -10370.0189 eV
* energy relative to the best compared isomer or geometry (same formula, charge and spin): 510.0 kJ/mol

---

Entry 7:
Density functional theory data (the ωB97M-V functional and the def2-TZVPD basis) for a structure of composition C5H10N2O at a distorted geometry.

XYZ file:
```
18
Properties=species:S:1:pos:R:3:nbo_charge:R:1
C -1.6512 1.6937 -0.4368 -0.65
C -0.5492 1.0794 0.3636 -0.04
C 0.6351 0.3280 -0.2558 -0.16
C 1.8963 0.5502 0.3652 -0.21
C -0.9809 -1.5127 -0.0343 0.53
H -1.3231 2.6897 -0.8146 0.23
H -2.5678 1.6803 0.3594 0.24
H -1.8971 0.7060 -1.2655 0.23
H -0.6611 1.3794 1.4831 0.22
H 0.5062 0.6007 -1.3237 0.23
H 2.2908 1.8832 0.5035 0.21
H 1.9236 0.1378 1.5098 0.21
H 2.2741 -1.3423 -0.0644 0.35
H 3.9076 -0.4277 -0.2792 0.38
H -0.1407 -2.4275 -0.2526 0.14
N 2.7905 -0.5741 -0.4570 -0.89
N -0.3264 -0.4153 0.4562 -0.46
O -2.2078 -1.3482 0.0172 -0.58
```

Properties
* total energy: -10368.6145 eV
* energy relative to the best compared isomer or geometry (same formula, charge and spin): 645.6 kJ/mol

---

Entry 8:
Density functional theory data (the ωB97M-V functional and the def2-TZVPD basis) for a structure of composition C5H10N2O at a distorted geometry.

XYZ file:
```
18
Properties=species:S:1:pos:R:3:nbo_charge:R:1
C 0.3165 1.1597 -1.5416 -0.40
C 1.5813 0.2578 0.3632 -0.40
N 0.4406 0.0941 -0.5402 -0.47
C 0.1616 -1.2032 -1.0421 0.33
N 0.6062 -2.2082 -1.4636 -0.33
H 1.4343 1.1716 0.9430 0.21
H 1.2509 1.2671 -2.0943 0.20
H 0.0542 2.0890 -1.0344 0.22
H -0.4959 0.9241 -2.2265 0.23
H 1.6461 -0.5996 1.0300 0.22
H 2.5139 0.3393 -0.2004 0.20
C -1.2088 -0.6725 1.7139 -0.72
C -1.4405 -0.0327 0.3754 0.55
O -2.0293 0.9791 0.1473 -0.58
H -1.3087 -1.0673 -0.5417 0.04
H -2.1622 -1.0702 2.0613 0.25
H -0.8478 0.0757 2.4211 0.23
H -0.5124 -1.5038 1.6295 0.23
```

Properties
* total energy: -10371.2809 eV
* energy relative to the best compared isomer or geometry (same formula, charge and spin): 388.3 kJ/mol

---

Entry 9:
Density functional theory data (the ωB97M-V functional and the def2-TZVPD basis) for the molecule C5H10N2O at a distorted geometry.

XYZ file:
```
18
Properties=species:S:1:pos:R:3:nbo_charge:R:1
C -0.3634 0.8676 1.3007 -0.51
C 0.4203 0.1198 2.3722 -0.61
C -1.1637 -0.3107 0.3100 0.56
C -0.3745 -0.5757 -0.8298 -0.13
N -0.9194 -1.3126 -1.9100 -0.84
N 1.2505 0.5502 -2.1879 -0.78
C 0.7598 0.2252 -0.9583 0.10
O -2.2442 -0.7269 0.6442 -0.60
H -1.8931 -1.5341 -1.7322 0.39
H -0.3814 -2.1387 -2.1432 0.37
H 0.6121 0.4747 -2.9652 0.40
H 2.0079 1.2085 -2.2591 0.39
H 1.4942 0.3624 -0.1768 0.21
H 0.1992 1.7049 0.8880 0.20
H -1.2628 1.3149 1.7271 0.22
H -0.1924 -0.6646 2.8148 0.22
H 0.7491 0.7929 3.1658 0.21
H 1.3018 -0.3578 1.9397 0.19
```

Properties
* total energy: -10373.5137 eV
* energy relative to the best compared isomer or geometry (same formula, charge and spin): 172.9 kJ/mol

---

Entry 10:
Density functional theory data (the ωB97M-V functional and the def2-TZVPD basis) for the molecule C5H10N2O at a distorted geometry.

XYZ file:
```
18
Properties=species:S:1:pos:R:3:nbo_charge:R:1
C -2.2888 -0.5520 0.0439 -0.63
C 2.2990 -0.4724 -0.3609 -0.68
C -0.7801 -0.6463 0.2079 0.35
C -0.0224 0.7098 0.0139 0.10
N -0.7240 1.9322 -0.1479 -0.84
C 1.3765 0.6225 0.0553 0.07
O -0.3438 -1.8793 -0.3245 -0.73
N -0.1430 -0.0934 1.2975 -0.44
H 0.2190 -2.2784 0.3514 0.47
H -0.8988 2.4100 0.7279 0.38
H -0.2883 2.5556 -0.8148 0.37
H 1.8738 1.5558 0.3273 0.19
H -2.6565 0.4242 0.3399 0.23
H -2.7440 -1.3268 0.6622 0.22
H -2.5523 -0.7395 -0.9975 0.22
H 1.7925 -1.2544 -0.9190 0.25
H 3.0983 -0.0467 -0.9744 0.23
H 2.7830 -0.9209 0.5119 0.24
```

Properties
* total energy: -10371.4151 eV
* energy relative to the best compared isomer or geometry (same formula, charge and spin): 375.3 kJ/mol